Molecular formula: CHFNPS2
Method: DFT, wB97M-V/def2-TZVPD

CARTESIAN COORDINATES (ANGSTROEM)
S: 0.1582 2.3700 1.2281
S: 1.8081 0.2863 -0.8477
P: -0.0194 0.9928 -0.1434
F: -0.7744 1.6022 -1.4983
N: -1.5144 -3.1381 0.5855
C: -1.5025 -2.0313 0.3538
H: 1.8444 -0.0819 0.3219

HOMO-LUMO gap (alpha / beta) in Eh: 0.35986 / 0.19171
Highest occupied orbital energy (alpha / beta) in eV: -9.3 / -9.9
LUMO energy (alpha / beta) in eV: 0.445 / -4.704
Strongest force on any atom in Eh/bohr: 0.083
2S+1: 3
Expectation value of S²: 2.018
Charge: 0
DFT total energy in Eh: -1330.9160

Atomic partial charges in e from the Mulliken method, atoms 1 to 5: -0.227, -0.128, 0.492, -0.285, -0.191